{"formula": "C39H99F2IInO10", "method": "ωB97M-V/def2-TZVPD", "lumo_ha": 0.0675, "homo_lumo_gap_ev": 6.03, "homo_ev": -4.19, "total_charge": -1, "total_energy_ha": -2985.19396, "species": ["C", "O", "H", "C", "C", "H", "C", "O", "H", "H", "C", "H", "H", "H", "H", "H", "H", "H", "O", "H", "C", "H", "H", "H", "C", "C", "H", "O", "H", "H", "F", "C", "C", "H", "C", "C", "H", "I", "H", "H", "H", "H", "H", "H", "H", "H", "C", "H", "H", "H", "C", "H", "C", "H", "C", "C", "H", "C", "H", "H", "H", "H", "H", "H", "C", "H", "H", "H", "H", "H", "H", "C", "H", "H", "O", "H", "H", "C", "H", "H", "C", "H", "C", "C", "H", "H", "O", "C", "O", "H", "In", "H", "C", "H", "H", "C", "C", "H", "O", "C", "H", "C", "H", "H", "H", "H", "H", "H", "H", "H", "C", "C", "H", "H", "C", "H", "H", "H", "H", "H", "H", "H", "O", "F", "H", "H", "H", "H", "H", "C", "H", "C", "H", "C", "C", "H", "H", "C", "H", "H", "H", "H", "H", "H", "H", "O", "H", "C", "H", "H", "H", "H"], "xyz": [[-2.48, -7.23, -1.33], [-1.17, -5.21, -1.34], [-10.04, -0.76, -3.11], [6.08, -6.45, 4.48], [1.29, -6.21, 2.35], [9.95, 4.64, -4.71], [12.78, 2.43, -0.25], [6.28, -0.49, 0.79], [5.04, 1.71, 1.60], [8.62, 0.23, -0.25], [11.84, 3.79, -5.31], [-2.64, 4.44, -1.77], [-2.03, -5.96, 0.34], [4.16, -6.61, 3.44], [-2.31, 2.88, -2.50], [8.57, 1.91, 0.29], [-6.31, 2.42, 6.77], [3.78, -3.30, -0.55], [-8.16, -1.32, -2.55], [5.72, -4.80, 2.50], [1.32, -4.75, 2.97], [5.93, -7.18, 5.29], [-4.01, 0.10, 2.20], [3.51, -5.11, -0.36], [1.69, -3.95, -0.57], [10.51, 4.46, -5.63], [-9.38, 1.59, -3.74], [11.18, 0.69, -0.74], [-4.55, 3.42, -5.48], [-8.85, 2.36, 6.22], [2.53, -1.05, 3.66], [-5.24, 0.71, 0.53], [3.17, -1.47, 2.46], [1.67, -3.87, -1.67], [-8.63, 3.03, 5.38], [3.18, -4.10, -0.07], [-1.37, -5.11, -2.27], [3.65, -5.47, 5.95], [-6.81, 1.10, -0.90], [-7.25, 0.87, 5.14], [-1.58, -7.84, -1.22], [-7.25, -1.12, -2.77], [-3.35, -4.00, -0.43], [-7.35, 1.15, 0.78], [6.64, -5.59, 4.89], [-13.06, 2.20, 1.09], [-9.01, -0.52, -3.38], [-9.45, 2.78, 2.02], [2.78, 0.43, 1.43], [-11.04, 3.41, 0.21], [-8.73, 0.95, -3.12], [13.60, 3.07, -6.33], [-2.52, 3.93, -2.73], [10.66, 5.43, -6.10], [2.66, -0.66, 1.25], [6.12, 1.77, 1.59], [-1.99, 2.64, -0.06], [-5.06, 0.05, 1.89], [-6.24, 4.11, 6.26], [6.61, -0.75, 1.65], [-4.01, 5.11, -3.74], [-3.45, 2.27, -4.74], [-9.41, -0.31, -5.50], [-8.90, 1.19, -2.08], [-10.97, 2.37, 0.54], [-0.51, 0.55, 2.71], [-2.81, 3.74, -5.48], [-5.67, 0.55, 2.65], [-7.69, 1.20, -3.35], [11.09, 2.54, -1.58], [-3.32, -7.76, -0.85], [-3.52, -4.99, -0.86], [9.90, 3.84, -6.29], [-7.73, -0.70, -5.12], [0.41, 1.61, 0.42], [1.14, -4.86, -0.27], [12.87, 4.48, -7.08], [11.86, 1.81, -1.30], [-7.02, -0.40, -0.02], [1.61, -0.91, 1.00], [-0.24, 1.61, 2.74], [11.96, 0.94, -3.27], [-2.28, -5.85, -0.71], [-6.69, 0.64, 0.08], [6.47, 1.48, 2.59], [0.53, -6.29, 1.56], [-10.05, 1.72, -0.34], [-10.43, 2.31, 1.96], [12.59, 4.62, -4.42], [13.30, 3.30, -0.65], [3.15, -3.71, 2.15], [-0.85, 2.10, 3.50], [6.70, 0.84, 0.53], [-4.70, 2.58, -2.68], [-1.66, 4.36, -3.24], [-7.23, 2.80, 4.84], [-3.78, 4.05, -3.56], [5.43, -3.80, 3.93], [-7.10, 1.45, 4.39], [4.94, -4.54, 3.26], [0.81, 1.66, 3.05], [-0.42, 2.26, 1.38], [11.66, 2.85, -4.80], [12.11, 2.89, -7.27], [-4.68, -0.87, -0.48], [0.14, 0.68, 0.38], [-9.98, 0.80, -0.07], [-2.53, 2.70, 1.63], [-12.70, 1.74, -0.59], [-9.37, 2.82, 4.61], [-12.33, 1.71, 0.44], [8.22, 0.90, 0.51], [-2.69, -7.15, -2.40], [-5.33, -1.00, 1.86], [12.65, 3.54, -6.57], [-8.77, 4.06, 5.71], [-0.10, 3.30, 1.42], [-5.18, 2.90, 5.52], [-10.31, 1.28, 2.29], [4.24, -1.19, 2.58], [2.28, -6.39, 1.89], [-8.96, -1.95, -5.00], [-4.89, 3.51, -2.84], [0.09, -4.12, 2.59], [3.26, -0.90, 0.35], [-3.76, -4.84, -1.92], [12.75, 5.46, -4.86], [-4.92, 1.75, 0.58], [-11.10, 2.82, 2.66], [12.63, 1.38, -2.53], [6.41, 2.81, 1.41], [-8.77, -0.89, -4.84], [-12.28, 0.65, 0.72], [-1.87, 2.18, 0.92], [4.67, -5.86, 4.06], [1.30, -4.85, 4.07], [8.64, 0.59, 1.47], [-6.18, 3.08, 5.91], [-2.20, 1.15, 0.83], [13.53, 1.70, 0.08], [13.15, 2.23, -2.99], [13.38, 0.62, -2.28], [-7.05, 3.44, 3.98], [12.21, 2.73, 0.63], [6.60, -6.87, 3.60], [-4.41, 0.05, -0.43], [1.16, -6.99, 3.12], [-3.63, 3.33, -4.90], [11.84, 0.04, -0.48], [-4.38, -5.45, -0.37], [6.30, 1.12, -0.45], [1.17, -3.11, -0.08]]}

***

{"formula": "C3AgLi2O3", "method": "ωB97M-V/def2-TZVPD", "relative_energy_kcal_mol": 0.0, "lumo_ha": -0.1589, "homo_lumo_gap_ev": 7.49, "homo_ev": -11.81, "total_charge": 1, "total_energy_ha": -501.85853, "species": ["O", "O", "Ag", "C", "Li", "O", "C", "C", "Li"], "xyz": [[1.07, -2.42, 0.89], [-0.47, 0.30, -2.20], [-0.80, 1.60, 1.75], [-0.39, 0.64, -1.00], [0.44, -1.34, -2.30], [-1.00, 1.57, -0.43], [0.41, -0.28, -0.06], [0.65, -1.31, 0.59], [0.85, -4.10, 1.46]]}

***

{"formula": "C3Br2O", "method": "ωB97M-V/def2-TZVPD", "relative_energy_kcal_mol": 24.3, "lumo_ha": -0.0328, "homo_lumo_gap_ev": 8.05, "homo_ev": -8.94, "total_charge": 0, "total_energy_ha": -5337.46529, "species": ["C", "O", "C", "C", "Br", "Br"], "xyz": [[-0.78, -0.59, -0.65], [0.62, -0.88, 2.16], [0.38, -0.39, 1.16], [0.11, 0.18, -0.01], [1.13, 1.92, -0.34], [-1.45, -0.25, -2.32]]}

***

{"formula": "C3Br3F", "method": "ωB97M-V/def2-TZVPD", "relative_energy_kcal_mol": 54.9, "lumo_ha": [-0.0971, -0.0983], "homo_lumo_gap_ev": [4.26, 4.19], "homo_ev": [-6.90, -6.86], "total_charge": 0, "total_energy_ha": -7936.01034, "species": ["C", "Br", "F", "C", "Br", "Br", "C"], "xyz": [[0.93, 0.56, 0.12], [-1.45, -0.36, -1.62], [1.64, -1.75, 0.48], [-0.24, -0.21, -0.34], [2.10, 1.99, 0.16], [-3.91, 0.52, 1.04], [0.94, -0.76, 0.16]]}

***

{"formula": "C3BrClO4", "method": "ωB97M-V/def2-TZVPD", "relative_energy_kcal_mol": 24.9, "lumo_ha": 0.2096, "homo_lumo_gap_ev": 5.32, "homo_ev": 0.38, "total_charge": -2, "total_energy_ha": -3449.47562, "species": ["O", "C", "C", "Br", "O", "C", "O", "O", "Cl"], "xyz": [[1.27, -1.84, -0.92], [0.10, 1.33, 0.44], [0.73, -1.57, 0.10], [-2.32, -0.51, 0.29], [1.14, 1.65, -0.17], [-0.56, 0.24, -0.29], [0.51, -1.96, 1.20], [-0.37, 1.98, 1.39], [-0.51, 0.68, -2.05]]}

***

{"formula": "C3BrF3", "method": "ωB97M-V/def2-TZVPD", "relative_energy_kcal_mol": 35.3, "lumo_ha": [-0.0423, -0.0423], "homo_lumo_gap_ev": [7.91, 7.92], "homo_ev": [-9.07, -9.07], "total_charge": 0, "total_energy_ha": -2987.65042, "species": ["C", "F", "Br", "C", "F", "C", "F"], "xyz": [[0.53, 0.49, -1.15], [-0.54, 1.34, 0.88], [1.93, 0.19, 0.02], [-0.51, 0.49, -0.12], [-1.80, 0.39, -0.53], [0.31, -0.87, 0.69], [0.06, -2.04, 0.21]]}

***

{"formula": "C3BrF4IO", "method": "ωB97M-V/def2-TZVPD", "relative_energy_kcal_mol": 34.1, "lumo_ha": [-0.0466, -0.0466], "homo_lumo_gap_ev": [8.34, 8.34], "homo_ev": [-9.60, -9.61], "total_charge": 0, "total_energy_ha": -3460.63389, "species": ["C", "O", "C", "I", "F", "F", "Br", "F", "F", "C"], "xyz": [[-1.87, 0.64, 0.46], [-2.17, 1.46, 1.20], [0.25, 0.47, -0.39], [3.04, -0.60, -0.73], [0.50, -1.78, 0.16], [1.33, -0.43, 1.63], [-2.83, -0.72, -0.34], [-0.20, -0.07, -1.58], [0.85, 1.61, -0.66], [1.10, -0.59, 0.26]]}

***

{"formula": "C3Cl3F2N", "method": "ωB97M-V/def2-TZVPD", "relative_energy_kcal_mol": 20.4, "lumo_ha": [-0.1014, -0.1539], "homo_lumo_gap_ev": [9.48, 5.82], "homo_ev": [-12.24, -10.01], "total_charge": 0, "total_energy_ha": -1749.26294, "species": ["Cl", "C", "F", "Cl", "C", "N", "C", "F", "Cl"], "xyz": [[-0.36, -0.88, -2.35], [-1.34, 0.44, 0.71], [0.23, -1.75, -0.01], [0.31, 2.07, -0.60], [-0.23, 0.56, -0.11], [-2.27, 0.37, 1.39], [0.41, -0.64, -0.72], [1.72, -0.50, -0.91], [1.52, 0.34, 2.59]]}